# C4H13N3

An isolated ion of composition C4H13N3 and charge -1 (ωB97M-V/def2-TZVPD, OMol25).

Geometry (Å):
C  0.56  -0.61  -0.15
N  -0.40  0.16  0.62
C  -1.53  -0.51  1.35
N  -1.15  -1.31  2.70
C  1.02  0.19  -1.47
C  1.78  1.45  -0.92
N  -0.12  0.69  -2.16
H  1.47  -0.94  0.32
H  -0.01  -1.46  -0.41
H  -0.40  0.98  1.15
H  -2.14  0.29  1.60
H  -2.15  -1.21  0.74
H  -2.01  -1.36  3.36
H  -0.95  -2.26  2.44
H  1.60  -0.50  -2.25
H  2.37  2.01  -1.82
H  2.46  1.01  -0.19
H  1.03  2.03  -0.44
H  -0.06  1.56  -2.68
H  -0.50  -0.04  -2.79

The lowest unoccupied orbital energy (spin up / spin down) comes out at 0.14636 / 0.15213 Ha. The molar mass is 103.2 u. Its spin multiplicity is 2. The expectation value of S² is 0.75. The net charge is -1.

# C4H13N3

A 2-piece molecular cluster, C4H13N3 overall (ωB97M-V/def2-TZVPD, OMol25).

Geometry (Å):
N  -1.56  0.23  -0.24
C  -0.17  0.15  -0.49
C  0.68  -0.46  0.61
C  0.47  0.27  1.94
N  -0.76  -0.20  2.68
C  0.30  0.23  -1.94
N  -0.01  -0.93  -2.77
H  1.06  2.04  -0.27
H  -1.95  0.73  -1.03
H  -0.53  1.24  -0.13
H  1.76  -0.44  0.46
H  0.34  -1.51  0.69
H  1.33  0.14  2.62
H  0.40  1.36  1.87
H  -0.67  -1.11  3.09
H  -1.62  -0.13  2.14
H  -0.24  1.06  -2.45
H  1.37  0.42  -1.96
H  0.62  -1.71  -2.52
H  -0.82  -1.37  -2.33

The lowest unoccupied orbital energy comes out at -0.03452 Ha. The molar mass is 103.2 u. The net charge is 0.

# C4H13N3

One molecule with the formula C4H13N3 (ωB97M-V/def2-TZVPD, OMol25).

Geometry (Å):
C  1.32  0.28  -0.25
N  0.09  -0.61  0.26
C  -0.35  0.16  1.42
C  -1.84  -0.03  1.84
N  -2.77  0.28  0.75
C  2.10  -0.44  -1.36
N  1.45  -0.50  -2.77
H  2.04  0.61  0.43
H  0.94  1.22  -0.67
H  -0.64  -0.69  -0.54
H  -0.30  1.24  1.20
H  0.24  -0.09  2.35
H  -1.92  -1.17  2.05
H  -1.92  0.56  2.74
H  -3.06  1.20  1.05
H  -2.26  0.07  -0.20
H  2.27  -1.48  -0.99
H  2.99  0.09  -1.53
H  0.97  0.42  -2.96
H  0.63  -1.12  -2.81

The lowest unoccupied orbital energy comes out at 0.03397 Ha. The molar mass is 103.2 u. The net charge is 0.

# C4H13N3

One molecule with the formula C4H13N3 (ωB97M-V/def2-TZVPD, OMol25).

Geometry (Å):
C  0.04  -0.06  0.13
C  -0.08  0.27  -1.45
C  1.21  0.89  2.10
C  -1.07  -0.65  -2.17
N  0.91  0.98  0.61
N  -1.23  -0.07  0.83
N  0.61  -1.37  0.26
H  0.47  1.88  0.44
H  1.58  -1.36  -0.04
H  -1.82  0.69  0.52
H  -1.71  -0.95  0.67
H  0.59  -1.67  1.23
H  0.92  0.13  -1.87
H  -0.36  1.31  -1.60
H  1.91  0.07  2.26
H  0.31  0.72  2.71
H  1.67  1.82  2.40
H  -1.02  -0.49  -3.24
H  -0.83  -1.68  -1.94
H  -2.09  -0.44  -1.85

The lowest unoccupied orbital energy comes out at 0.03776 Ha. The molar mass is 103.2 u. The net charge is 0.

# C4H13N3

A 2-piece molecular cluster, C4H13N3 overall (ωB97M-V/def2-TZVPD, OMol25).

Geometry (Å):
C  -2.59  0.62  -0.46
C  -2.03  -1.60  -0.89
C  3.52  0.09  0.24
C  0.82  0.12  -0.11
N  -1.89  -0.43  -0.43
N  -3.39  1.16  0.54
N  2.03  0.02  0.83
H  -2.49  1.27  -1.32
H  1.09  0.63  -1.00
H  -2.96  -2.14  -1.33
H  -1.06  -2.10  -0.88
H  3.52  0.07  -0.88
H  4.21  0.92  0.44
H  4.15  -0.63  0.62
H  0.18  0.71  0.41
H  0.63  -0.95  -0.25
H  -4.10  1.93  0.51
H  -3.66  0.34  1.16
H  2.04  0.84  1.47
H  1.98  -0.87  1.32

The lowest unoccupied orbital energy comes out at -0.29104 Ha. The molar mass is 103.2 u. The net charge is +2.

# C4H13N3

An isolated ion of composition C4H13N3 and charge +2 (ωB97M-V/def2-TZVPD, OMol25).

Geometry (Å):
C  1.56  1.00  1.09
C  0.87  0.23  -0.86
C  -1.61  -1.58  -1.03
C  -0.96  -1.04  0.24
N  1.78  1.20  -0.26
N  -0.02  1.08  1.10
N  -0.36  0.37  -0.05
H  1.71  0.06  1.61
H  1.81  1.87  1.82
H  0.76  0.43  -1.91
H  1.20  -0.83  -0.69
H  -2.19  -0.79  -1.50
H  -0.84  -1.90  -1.81
H  -2.29  -2.47  -0.82
H  -0.17  -1.65  0.63
H  -1.68  -0.95  1.10
H  2.52  1.53  -0.74
H  -0.62  0.73  1.89
H  -0.30  2.04  0.90
H  -1.17  0.67  -0.70

The lowest unoccupied orbital energy comes out at -0.28849 Ha. The molar mass is 103.2 u. The net charge is +2.

# C4H13N3O

A 2-piece molecular cluster, C4H13N3O overall (ωB97M-V/def2-TZVPD, OMol25).

Geometry (Å):
C  0.00  -1.47  -1.27
C  0.11  -1.05  0.21
C  0.71  0.37  0.39
N  3.29  0.50  1.89
C  3.17  0.69  0.64
N  2.04  0.49  -0.12
N  -1.10  -0.97  -2.06
H  0.98  -1.26  -1.73
H  0.05  -2.57  -1.31
H  0.69  -1.84  0.69
H  -0.90  -1.02  0.62
H  0.03  1.05  -0.12
H  0.67  0.53  1.47
H  2.48  0.13  2.39
H  4.04  1.14  0.18
H  2.13  0.78  -1.08
H  -1.96  -1.11  -1.52
H  -1.09  0.03  -2.14
H  -5.26  1.30  0.15
H  -6.47  2.11  0.50
O  -6.13  1.22  0.56

The lowest unoccupied orbital energy comes out at 0.01214 Ha. The molar mass is 119.2 u. The net charge is 0.

# C4H13N3O

A 2-piece molecular cluster, C4H13N3O overall (ωB97M-V/def2-TZVPD, OMol25).

Geometry (Å):
C  2.48  1.38  0.27
C  1.57  0.18  0.21
C  0.09  0.52  0.56
N  -0.61  1.00  -0.66
C  -1.82  0.38  -0.92
N  -1.73  -1.01  -1.20
N  -2.91  1.01  -0.94
H  3.53  1.09  0.26
H  2.23  2.08  -0.52
H  2.34  1.90  1.23
H  1.52  -0.21  -0.81
H  1.81  -0.66  0.87
H  0.06  1.29  1.35
H  -0.45  -0.31  0.99
H  -0.69  1.99  -0.75
H  -0.85  -1.47  -1.01
H  -2.13  -1.23  -2.10
H  -3.79  0.62  -1.24
H  -0.79  -2.97  2.04
H  0.21  -3.03  0.78
O  -0.07  -2.55  1.58

The lowest unoccupied orbital energy comes out at 0.02225 Ha. The molar mass is 119.2 u. The net charge is 0.

DFT total energy per entry: -8825.4842, -8822.8504, -8827.0213, -8829.2378, -8809.8147, -8808.3899, -10875.9306, -10876.2691 eV
ΔE to the lowest compared entry with this formula, charge and spin per entry: 208.9, 633.2, 230.7, 16.9, 363.0, 500.5, 168.6, 135.9 kJ/mol